# 1
The following is a DFT calculation (ωB97M-V/def2-TZVPD) of the molecule C3H4ClF.

As for the HOMO energy: -10.1 eV. Its SMILES is C=C(F)CCl. The calculation puts the molar mass at 94.516 u. The energy above the lowest of the compared OMol25 structures with the same formula, charge and spin is 3.97 kcal/mol.

XYZ file:
```
9
Properties=species:S:1:pos:R:3:mulliken_charge:R:1
C -0.6561 -1.2925 0.0341 -0.76
C 0.3447 -0.4566 0.1663 0.43
F 1.5666 -0.8507 0.5657 -0.26
C 0.3712 1.1573 -0.1138 -0.31
Cl -1.2586 1.7613 -0.3758 -0.18
H -0.5177 -2.3375 0.2502 0.28
H -1.6226 -0.9609 -0.2903 0.25
H 0.7994 1.6358 0.7644 0.28
H 0.9730 1.3438 -1.0008 0.27
```

---

# 2
The following is a DFT calculation (ωB97M-V/def2-TZVPD) of the molecule C3H4ClFS.

As for the HOMO energy: -9.6 eV. Its SMILES is F[C@@H]1[C@H](S)[C@H]1Cl. The calculation puts the molar mass at 126.583 u. The energy above the lowest of the compared OMol25 structures with the same formula, charge and spin is 26.30 kcal/mol.

XYZ file:
```
10
Properties=species:S:1:pos:R:3:mulliken_charge:R:1
F 0.5217 1.9067 -0.5682 -0.28
C -0.2408 0.9680 0.1124 0.22
C 0.2509 -0.4559 0.4058 -0.28
S 1.7324 -1.2034 -0.4430 -0.21
C -0.8963 -0.1685 -0.5271 -0.42
Cl -2.6647 -0.7032 -0.3143 -0.21
H -0.7732 1.4368 0.9420 0.33
H 0.1036 -0.6622 1.4855 0.35
H 2.6304 -0.7829 0.4767 0.14
H -0.6640 -0.3355 -1.5698 0.37
```

---

# 3
The following is a DFT calculation (ωB97M-V/def2-TZVPD) of the molecule C3H4ClN.

As for the HOMO energy: -11.0 eV. Its SMILES is N#CCCCl. The calculation puts the molar mass at 89.525 u. The energy above the lowest of the compared OMol25 structures with the same formula, charge and spin is 6.07 kcal/mol.

XYZ file:
```
9
Properties=species:S:1:pos:R:3:mulliken_charge:R:1
N -2.8661 1.1081 -0.9569 -0.36
C -1.8492 0.6365 -0.7619 0.30
C -0.5507 0.0592 -0.6932 -0.61
C -0.1950 -0.4185 0.8732 -0.40
Cl -0.8753 -2.0979 0.9405 -0.17
H -0.4096 -0.8411 -1.3521 0.31
H 0.1510 0.8099 -1.0513 0.28
H -0.7216 0.2987 1.4487 0.34
H 0.8581 -0.4138 0.8367 0.30
```